This record from the OMol25 dataset describes a structure of composition C44H40BrI2NPtSb2Te at a distorted geometry. The level of theory is ωB97M-V/def2-TZVPD.

Computed properties:
**Total charge**: +2
**Kohn-Sham gap (alpha / beta)**: 5.4 / 5.4 eV
**E_HOMO (alpha / beta)**: -12.7577 / -12.7548 eV
**F_max**: 1.9 eV/A
**LUMO energy (alpha / beta)**: -7.347 / -7.343 eV
**Relative energy (zero: lowest compared OMol25 entry of this formula, charge and spin)**: 0.0 kJ/mol

```
92
Properties=species:S:1:pos:R:3:lowdin_charge:R:1
Pt 0.81 0.76 -0.76 0.25
C 3.83 2.01 0.96 -0.36
C 3.86 1.37 2.35 -0.36
C 2.50 1.40 3.03 -0.32
Sb 0.79 0.62 1.91 1.47
C -0.69 1.87 2.85 -0.37
C -0.67 3.21 2.47 -0.16
C -1.50 4.12 3.09 -0.06
C -2.34 3.70 4.11 -0.06
C -2.38 2.36 4.47 -0.08
C -1.57 1.44 3.82 -0.14
C 0.73 -1.45 2.47 -0.40
C 0.28 -1.86 3.71 -0.14
C 0.23 -3.21 4.01 -0.06
C 0.62 -4.15 3.07 -0.08
C 1.08 -3.73 1.82 -0.10
C 1.13 -2.38 1.52 -0.17
Sb 3.52 0.55 -0.63 1.51
C 3.66 2.00 -2.20 -0.38
C 2.62 2.92 -2.23 -0.19
C 2.60 3.92 -3.18 -0.07
C 3.62 3.99 -4.12 -0.06
C 4.65 3.07 -4.10 -0.05
C 4.67 2.06 -3.14 -0.10
C 5.43 -0.43 -0.42 -0.35
C 6.57 0.34 -0.38 -0.12
C 7.80 -0.27 -0.16 -0.05
C 7.87 -1.64 0.02 -0.05
C 6.72 -2.41 -0.03 -0.06
C 5.49 -1.80 -0.25 -0.13
H 4.77 2.51 0.75 0.06
H 3.03 2.76 0.91 0.05
H 4.55 1.93 2.99 0.12
H 4.25 0.35 2.28 0.10
H 2.23 2.44 3.25 0.07
H 2.51 0.84 3.96 0.07
H 0.01 3.54 1.69 0.10
H -1.50 5.15 2.78 0.12
H -2.96 4.42 4.62 0.12
H -3.04 2.04 5.25 0.12
H -1.64 0.39 4.07 0.09
H -0.02 -1.13 4.45 0.10
H -0.12 -3.53 4.98 0.12
H 0.57 -5.20 3.30 0.12
H 1.39 -4.46 1.09 0.10
H 1.49 -2.06 0.55 0.05
H 1.82 2.86 -1.48 0.06
H 1.81 4.66 -3.18 0.11
H 3.61 4.77 -4.87 0.12
H 5.45 3.14 -4.82 0.12
H 5.47 1.34 -3.13 0.10
H 6.53 1.42 -0.52 0.10
H 8.70 0.33 -0.12 0.12
H 8.82 -2.11 0.20 0.12
H 6.77 -3.48 0.09 0.12
H 4.58 -2.40 -0.28 0.09
I -2.71 -2.23 1.20 0.15
I -2.50 -4.87 0.92 0.18
Te -0.60 -1.10 -2.06 1.37
C -0.33 -0.30 -4.01 -0.51
C 0.56 0.75 -4.25 -0.16
C 0.75 1.20 -5.54 -0.06
C 0.05 0.62 -6.59 -0.05
C -0.86 -0.39 -6.34 -0.06
C -1.05 -0.86 -5.06 -0.13
C 1.03 -2.47 -2.21 -0.50
C 2.24 -2.06 -2.75 -0.17
C 3.30 -2.95 -2.80 -0.08
C 3.15 -4.24 -2.31 -0.06
C 1.94 -4.64 -1.77 -0.07
C 0.88 -3.77 -1.72 -0.15
H 1.09 1.20 -3.41 0.04
H 1.44 2.01 -5.73 0.11
H 0.21 0.97 -7.60 0.12
H -1.42 -0.83 -7.16 0.12
H -1.76 -1.66 -4.86 0.10
H 2.34 -1.06 -3.16 0.08
H 4.24 -2.63 -3.23 0.12
H 3.98 -4.93 -2.36 0.11
H 1.83 -5.65 -1.41 0.12
H -0.08 -4.08 -1.31 0.07
Br -4.32 1.36 1.61 0.83
C -3.22 2.20 0.32 -0.62
C -3.51 3.44 -0.22 -0.06
C -2.63 3.97 -1.15 -0.01
C -1.48 3.26 -1.48 -0.10
N -1.21 2.07 -0.95 -0.05
C -2.07 1.54 -0.09 -0.29
H -4.40 3.97 0.07 0.12
H -2.83 4.93 -1.60 0.12
H -0.76 3.66 -2.18 0.12
H -1.86 0.55 0.30 -0.01
```

This record from the OMol25 dataset describes a structure of composition C44H40Cl2FKN6O4S2 at a distorted geometry. The level of theory is ωB97M-V/def2-TZVPD.

Computed properties:
**Total charge**: 0
**Kohn-Sham gap**: 4.1 eV
**E_HOMO**: -5.6208 eV
**F_max**: 1.2 eV/A
**LUMO energy**: -1.502 eV
**Relative energy (zero: lowest compared OMol25 entry of this formula, charge and spin)**: 14.3 kJ/mol

```
100
Properties=species:S:1:pos:R:3:lowdin_charge:R:1
K 0.26 0.22 0.01 0.78
Cl 5.51 -0.40 0.63 0.64
C 4.60 0.59 1.75 -0.59
C 5.27 1.12 2.85 -0.16
C 4.60 1.91 3.75 -0.63
Cl 5.48 2.56 5.12 0.63
C 3.23 2.18 3.59 -0.18
C 2.47 2.99 4.47 -0.04
C 1.14 3.20 4.21 -0.06
C 0.56 2.61 3.08 -0.17
N 1.24 1.86 2.24 0.09
C 2.55 1.63 2.47 -0.14
C 3.23 0.79 1.48 -0.44
O 2.63 0.33 0.48 -0.20
H 6.32 0.92 2.98 0.09
H 2.95 3.42 5.33 0.08
H 0.54 3.81 4.87 0.10
H -0.49 2.75 2.86 0.09
S -1.68 -0.16 3.15 0.74
C -3.20 0.48 3.06 -0.73
N -3.83 1.06 4.10 -0.11
C -5.26 1.32 4.03 -0.11
C -5.90 0.23 3.20 -0.11
N -5.30 0.27 1.87 -0.11
C -6.13 -0.02 0.70 -0.13
C -7.51 0.57 0.80 -0.24
C -7.69 1.95 0.70 -0.03
C -8.96 2.50 0.82 -0.08
C -10.06 1.67 1.02 -0.09
C -9.89 0.30 1.10 -0.08
C -8.62 -0.24 1.00 -0.05
C -3.96 0.43 1.76 -0.73
S -3.17 0.55 0.32 0.78
C -3.18 1.31 5.38 -0.13
C -3.65 0.36 6.45 -0.21
C -4.28 0.83 7.60 -0.05
C -4.72 -0.05 8.58 -0.09
C -4.55 -1.42 8.41 -0.09
C -3.93 -1.90 7.26 -0.08
C -3.48 -1.01 6.29 -0.03
H -5.46 2.30 3.60 0.14
H -5.66 1.29 5.04 0.13
H -6.97 0.41 3.11 0.12
H -5.75 -0.74 3.68 0.14
H -6.18 -1.10 0.54 0.14
H -5.60 0.41 -0.15 0.07
H -6.84 2.59 0.54 0.12
H -9.10 3.57 0.74 0.10
H -11.05 2.10 1.10 0.10
H -10.74 -0.35 1.26 0.10
H -8.48 -1.32 1.07 0.11
H -3.41 2.34 5.67 0.13
H -2.11 1.21 5.23 0.08
H -4.42 1.90 7.73 0.11
H -5.21 0.32 9.47 0.10
H -4.90 -2.11 9.16 0.10
H -3.79 -2.96 7.12 0.10
H -2.99 -1.38 5.39 0.09
F 5.79 0.93 -2.42 0.04
C 4.79 0.32 -3.11 -0.20
C 3.49 0.55 -2.75 0.10
C 2.46 -0.09 -3.43 -0.03
C 1.07 0.15 -2.98 -0.33
O 0.84 1.09 -2.24 -0.02
C 0.12 -0.82 -3.47 -0.02
C 0.46 -1.59 -4.53 0.03
N 1.71 -1.62 -5.11 -0.01
C 1.96 -2.53 -6.20 -0.29
C 2.39 -1.97 -7.52 -0.11
C 1.01 -2.52 -7.35 -0.09
C 2.75 -0.97 -4.49 -0.13
C 4.09 -1.17 -4.84 0.05
C 5.11 -0.54 -4.15 -0.17
N 6.46 -0.86 -4.51 -0.12
C 7.49 0.17 -4.38 -0.13
C 8.74 -0.36 -5.11 -0.08
N 8.30 -1.47 -6.01 0.04
C 7.89 -2.67 -5.21 -0.08
C 6.98 -2.15 -4.07 -0.12
C -1.22 -1.11 -2.74 -0.67
O -2.20 -1.34 -3.45 -0.01
O -1.07 -1.17 -1.50 -0.17
H 3.25 1.16 -1.89 0.14
H -0.28 -2.25 -4.96 0.14
H 2.37 -3.49 -5.90 0.15
H 3.11 -2.53 -8.10 0.10
H 2.49 -0.89 -7.58 0.11
H 0.76 -3.47 -7.80 0.10
H 0.19 -1.81 -7.31 0.11
H 4.35 -1.83 -5.66 0.11
H 7.76 0.39 -3.35 0.13
H 7.12 1.08 -4.84 0.14
H 9.47 -0.78 -4.42 0.13
H 9.23 0.42 -5.70 0.13
H 9.02 -1.71 -6.70 0.18
H 7.46 -1.14 -6.49 0.18
H 8.78 -3.16 -4.85 0.13
H 7.35 -3.33 -5.88 0.13
H 7.54 -2.07 -3.13 0.14
H 6.16 -2.84 -3.91 0.14
```